Entry 1:
Density functional theory data (wB97M-V/def2-TZVPD) for C36H46BrCuOPSi as an isolated structure.

CARTESIAN COORDINATES (ANGSTROEM)
1 Cu 0.9820 0.6972 0.0796
2 C -2.8231 2.3194 -3.1055
3 C -2.1584 2.2165 -1.7308
4 C -2.8024 1.0451 -0.9766
5 C -2.4031 3.4962 -0.9277
6 P -0.3030 1.8428 -1.7402
7 C -0.2486 0.4172 -2.8981
8 C -0.1309 0.4594 -4.2870
9 C -0.0971 -0.7092 -5.0360
10 C -0.1995 -1.9451 -4.4122
11 C -0.3351 -2.0052 -3.0328
12 C -0.3512 -0.8366 -2.2835
13 C 0.6329 3.2726 -2.5368
14 C 0.9429 4.2461 -1.3840
15 C -0.0193 4.0628 -3.6700
16 C 1.9846 2.7071 -2.9945
17 H -3.8961 2.5012 -2.9764
18 H -2.7077 1.3875 -3.6620
19 H -2.4201 3.1281 -3.7120
20 H -3.8647 1.2621 -0.8174
21 H -2.3091 0.8547 -0.0219
22 H -2.7389 0.1286 -1.5674
23 H -3.4765 3.6022 -0.7412
24 H -2.0696 4.3898 -1.4579
25 H -1.8967 3.4532 0.0403
26 H -0.0656 1.4078 -4.8021
27 H 0.0045 -0.6511 -6.1133
28 H -0.1707 -2.8552 -4.9989
29 H -0.4173 -2.9603 -2.5279
30 H -0.4383 -0.8945 -1.2010
31 H 0.0483 4.7328 -0.9954
32 H 1.6196 5.0267 -1.7464
33 H 1.4345 3.7191 -0.5639
34 H -0.9314 4.5615 -3.3403
35 H -0.2654 3.4494 -4.5367
36 H 0.6757 4.8408 -4.0044
37 H 2.4452 2.1308 -2.1916
38 H 2.6517 3.5385 -3.2468
39 H 1.9003 2.0668 -3.8728
40 Br 7.4617 -0.8127 -0.5574
41 C 5.6124 -0.3299 -0.4119
42 C 4.7564 -0.5819 -1.4667
43 C 3.4163 -0.2225 -1.3424
44 C 2.8693 0.3791 -0.1948
45 C 3.8016 0.5937 0.8401
46 C 5.1492 0.2593 0.7500
47 H 5.1277 -1.0517 -2.3697
48 H 2.7681 -0.4393 -2.1897
49 H 3.4650 1.0227 1.7803
50 H 5.8247 0.4409 1.5770
51 C -2.9449 0.2286 3.2547
52 C -1.6053 -0.3000 3.7861
53 C -1.8987 -1.3275 4.8821
54 C -0.8207 0.8869 4.3566
55 Si -0.6678 -1.0204 2.2805
56 O -0.5748 0.0580 1.1203
57 C -1.6562 -2.5368 1.6958
58 C -1.5313 -3.7993 2.2808
59 C -2.2733 -4.8846 1.8321
60 C -3.1599 -4.7303 0.7731
61 C -3.2952 -3.4870 0.1688
62 C -2.5505 -2.4074 0.6290
63 C 1.0274 -1.7364 2.7539
64 C 1.7876 -2.2352 1.6892
65 C 3.0615 -2.7503 1.8759
66 C 3.6127 -2.7891 3.1502
67 C 2.8803 -2.3060 4.2257
68 C 1.6062 -1.7856 4.0236
69 H -3.5131 0.7051 4.0646
70 H -3.5604 -0.5781 2.8447
71 H -2.7870 0.9687 2.4675
72 H -2.4748 -0.8636 5.6943
73 H -0.9897 -1.7447 5.3214
74 H -2.4898 -2.1611 4.4935
75 H -1.4016 1.3887 5.1423
76 H -0.6073 1.6179 3.5724
77 H 0.1333 0.5824 4.7931
78 H -0.8255 -3.9413 3.0945
79 H -2.1537 -5.8545 2.3016
80 H -3.7364 -5.5760 0.4170
81 H -3.9777 -3.3594 -0.6639
82 H -2.6510 -1.4372 0.1479
83 H 1.3860 -2.1869 0.6810
84 H 3.6347 -3.0953 1.0234
85 H 4.6117 -3.1808 3.3003
86 H 3.3040 -2.3241 5.2235
87 H 1.0662 -1.4019 4.8811

Forces on atoms 1 to 2 (eV/Å):
-0.4 0.1 -0.1
0.0 0.0 0.0

Results
Electronic energy in eV: -171979.33334
Total charge: -1
Highest occupied orbital energy in eV: -4.1
ΔE to the lowest compared entry with this formula, charge and spin in kJ/mol: 0.0


Entry 2:
Density functional theory data (wB97M-V/def2-TZVPD) for C36H46F6N3O4PScSi as an isolated structure at a distorted geometry.

CARTESIAN COORDINATES (ANGSTROEM)
1 Sc -0.3961 -1.0062 -0.0909
2 O 1.1718 -0.0233 1.0403
3 C 0.9436 0.2160 2.5096
4 C -0.6338 0.3225 2.5659
5 O -1.2884 0.6716 3.4878
6 O -1.2188 -0.2624 1.5242
7 C 1.7517 1.4146 2.9754
8 C 3.1354 1.2775 3.2042
9 C 3.9141 2.4362 3.3683
10 C 3.3343 3.7206 3.4011
11 C 1.9641 3.8149 3.3689
12 C 1.1587 2.6895 3.1318
13 C 1.2602 -1.0649 3.2690
14 C 0.9743 -1.0511 4.6431
15 C 1.1986 -2.2097 5.3820
16 C 1.6517 -3.3679 4.7659
17 C 2.0263 -3.3523 3.4188
18 C 1.8682 -2.1848 2.6981
19 H 2.0913 0.2388 0.8115
20 H 3.6524 0.2721 3.1133
21 H 5.0204 2.3179 3.3522
22 H 3.9639 4.6114 3.4727
23 H 1.5096 4.8193 3.5990
24 H 0.0952 2.8502 3.1055
25 H 0.5950 -0.1760 5.0801
26 H 0.9256 -2.2538 6.4448
27 H 1.7628 -4.2681 5.3435
28 H 2.4771 -4.2402 2.9106
29 H 2.1347 -2.1163 1.6795
30 N 0.5002 -5.6124 -2.2284
31 C -0.4545 -4.6234 -1.4993
32 C -0.8795 -5.1878 -0.1938
33 C -1.8338 -4.2396 0.5496
34 N -1.1574 -2.9951 1.1152
35 C -2.9992 -3.8385 -0.3746
36 C -2.5679 -3.2698 -1.7513
37 N -1.9595 -1.9227 -1.6101
38 C -1.6302 -4.2715 -2.4161
39 H 1.0869 -6.1490 -1.5605
40 H 1.1724 -5.1061 -2.8209
41 H -0.1035 -6.2515 -2.7661
42 H 0.0650 -3.6952 -1.3547
43 H 0.0554 -5.2974 0.4299
44 H -1.3894 -6.1707 -0.3561
45 H -2.2756 -4.8601 1.3165
46 H -0.4302 -3.3263 1.7469
47 H -1.8712 -2.5140 1.6863
48 H -3.6360 -3.1213 0.1338
49 H -3.6840 -4.7022 -0.5435
50 H -3.4382 -3.1289 -2.3952
51 H -2.7084 -1.2740 -1.4650
52 H -1.5048 -1.6222 -2.4598
53 H -1.2973 -3.9285 -3.3882
54 H -2.2634 -5.1433 -2.6164
55 F 1.2700 -2.5051 -0.2642
56 P 2.4874 -2.1638 -1.4583
57 F 3.2215 -1.2277 -0.4129
58 F 1.5745 -3.1106 -2.4437
59 F 3.4575 -1.8200 -2.5901
60 F 3.2752 -3.4425 -0.9182
61 F 1.5041 -0.9250 -1.8640
62 C -1.5049 3.7199 -3.9445
63 C -1.8831 2.3878 -3.2642
64 C -3.3356 2.2683 -2.9242
65 C -1.4557 1.1624 -4.1019
66 Si -0.7345 2.1485 -1.3007
67 O -0.8830 0.5710 -1.1921
68 C -1.7627 3.1030 -0.1690
69 C -1.5954 4.4935 -0.2367
70 C -2.2743 5.3317 0.6695
71 C -3.0113 4.7787 1.6879
72 C -3.1169 3.3879 1.8432
73 C -2.5119 2.5439 0.8939
74 C 0.9505 2.7972 -1.6004
75 C 1.5637 3.4072 -0.5089
76 C 2.8879 3.7628 -0.5888
77 C 3.6127 3.4784 -1.7227
78 C 3.0227 2.7912 -2.7908
79 C 1.6876 2.4106 -2.7240
80 H -2.1963 3.7881 -4.7864
81 H -0.4422 3.7088 -4.3054
82 H -1.6458 4.5455 -3.2257
83 H -3.9735 2.3989 -3.7996
84 H -3.5781 3.0275 -2.2208
85 H -3.5200 1.2959 -2.5143
86 H -1.7422 1.3311 -5.1246
87 H -1.8438 0.2547 -3.7091
88 H -0.3458 1.0323 -4.2054
89 H -0.9974 4.9771 -1.0145
90 H -2.1864 6.3922 0.5449
91 H -3.4149 5.4949 2.3875
92 H -3.6386 2.8990 2.6612
93 H -2.5480 1.4429 1.0767
94 H 0.9117 3.6071 0.2772
95 H 3.3799 4.1608 0.2650
96 H 4.6235 3.8509 -1.8316
97 H 3.6337 2.6734 -3.7245
98 H 1.2386 1.9248 -3.5794

Forces on atoms 1 to 2 (eV/Å):
0.3 0.3 0.3
0.8 0.7 0.7

Results
Electronic energy in eV: -104909.68532
Total charge: +2
Highest occupied orbital energy (alpha / beta) in eV: -13.4 / -13.4
ΔE to the lowest compared entry with this formula, charge and spin in kJ/mol: 0.0
<S²>: 0.753
Spin multiplicity: 2


In the order shown, the computed molecular weight values come out to 697.27; 802.78 g/mol.